Entry 1:
ORCA calculation (ωB97M-V/def2-TZVPD) on the molecule C23H30N4O5S at a distorted geometry.

Results
Net charge = 0
Relative energy (zero: lowest compared OMol25 entry of this formula, charge and spin) = 1.3780 eV
SMILES = COc1ccc(N(CC(=O)NC2CCCC2)C(=O)CCC(=O)Nc2nc(C)cs2)cc1OC
Orbital gap = 8.82 eV
Electronic energy = -51372.2525 eV
Maximum force = 1.19 eV/A

Structure (XYZ):
```
63
Properties=species:S:1:pos:R:3:forces:R:3
C -6.0891 -0.1714 -2.7215 -0.030 0.077 -0.229
H -6.0239 0.9186 -2.7981 0.013 -0.042 0.003
O -5.8251 -0.6149 -1.4130 0.207 -0.063 0.382
C -4.6132 -0.3310 -0.8680 -0.090 -0.078 0.058
C -3.5844 0.3381 -1.5087 -0.295 -0.093 -0.033
C -2.3787 0.5784 -0.8633 0.096 -0.015 0.345
C -2.2028 0.1421 0.4338 -0.246 -0.085 -0.415
C -3.2297 -0.5237 1.1026 -0.181 -0.035 -0.034
C -4.4315 -0.7710 0.4651 -0.117 -0.026 -0.073
O -5.4920 -1.4170 1.0196 0.081 0.175 -0.371
C -5.3879 -1.8504 2.3525 0.031 -0.068 0.214
H -4.5863 -2.5866 2.4773 -0.016 0.041 -0.006
H -6.3431 -2.3185 2.5838 0.084 0.021 0.033
H -5.2211 -1.0127 3.0378 0.012 -0.027 -0.030
H -3.0657 -0.8353 2.1222 -0.014 -0.053 0.103
N -0.9884 0.4183 1.1249 -0.314 0.381 0.083
C 0.0667 -0.4137 1.1488 -0.113 -0.586 0.165
O 1.1416 -0.0859 1.6384 0.260 -0.028 0.129
C -0.1366 -1.7957 0.5544 0.166 -0.007 0.062
C 0.0217 -1.7792 -0.9771 -0.207 0.035 -0.047
C 1.0453 -0.7548 -1.3915 -0.251 -0.344 -0.219
O 0.7643 0.2996 -1.9148 -0.131 0.221 -0.066
N 2.3686 -1.0358 -1.1427 0.429 0.618 -0.279
C 2.9616 -2.1451 -0.6156 1.108 -0.318 0.282
N 2.4055 -3.2651 -0.3232 -0.705 0.149 -0.257
C 3.2968 -4.1720 0.1695 0.856 -0.060 0.185
C 4.5762 -3.7250 0.2467 -0.181 0.043 -0.053
S 4.6978 -2.0951 -0.3103 -0.668 -0.161 -0.030
H 5.4458 -4.2428 0.5949 0.171 -0.172 0.087
C 2.8103 -5.5223 0.5646 0.029 0.086 -0.023
H 2.0723 -5.4312 1.3596 -0.050 -0.055 0.065
H 3.6362 -6.1371 0.9096 0.005 -0.100 0.039
H 2.3297 -6.0047 -0.2845 -0.031 -0.085 -0.027
H 2.9953 -0.2704 -1.3686 -0.268 -0.071 0.003
H 0.3352 -2.7680 -1.3106 -0.072 0.045 0.023
H -0.9216 -1.5027 -1.4493 0.177 0.023 -0.027
H 0.6310 -2.4414 0.9819 -0.130 0.137 0.031
H -1.1217 -2.1838 0.8101 0.029 -0.029 -0.033
C -0.8854 1.7400 1.7252 0.167 0.310 0.095
H -0.2976 1.6544 2.6439 -0.090 0.024 -0.060
C -0.2134 2.7553 0.7833 -0.127 -0.389 0.575
O -0.8420 3.6123 0.1983 -0.298 0.323 -0.248
N 1.1147 2.5881 0.7122 0.404 -0.141 -0.076
H 1.5221 1.7946 1.1967 -0.207 0.025 -0.032
C 1.9691 3.3800 -0.1391 -0.133 0.135 -0.015
H 1.3068 3.8885 -0.8447 0.131 -0.071 0.059
C 2.9964 2.5079 -0.8733 0.008 0.208 -0.206
C 4.2302 3.3945 -0.9928 0.041 -0.142 0.153
C 4.2708 4.0913 0.3650 0.031 0.160 -0.093
H 4.6606 3.4023 1.1160 0.061 -0.024 0.036
C 2.8026 4.4167 0.6551 0.052 0.054 -0.008
H 2.5594 5.4232 0.3178 -0.017 0.066 0.020
H 2.5748 4.3573 1.7186 -0.070 0.061 -0.007
H 4.8982 4.9813 0.3610 0.085 -0.009 0.081
H 4.0887 4.1285 -1.7872 0.022 0.038 -0.083
H 5.1369 2.8274 -1.2014 0.048 0.028 -0.097
H 3.2310 1.6475 -0.2407 0.032 -0.108 0.037
H 2.6156 2.1548 -1.8296 -0.037 -0.119 0.033
H -1.8934 2.0897 1.9529 0.161 -0.003 -0.047
H -1.5828 1.1010 -1.3694 0.102 0.037 -0.042
H -3.7062 0.6880 -2.5204 -0.073 0.015 -0.113
H -5.4080 -0.6279 -3.4473 -0.015 0.029 0.034
H -7.1084 -0.4876 -2.9370 0.078 0.043 -0.032
```
Forces are in eV/Å.

***

Entry 2:
ORCA calculation (ωB97M-V/def2-TZVPD) on the molecule C23H30O6.

Results
Net charge = 0
Relative energy (zero: lowest compared OMol25 entry of this formula, charge and spin) = 0.0000 eV
SMILES = CC(=O)OCC(=O)[C@@]1(O)CC[C@@H]2[C@@H]3CCC4=CC(=O)CC[C@]4(C)[C@H]3C(=O)C[C@@]21C
Orbital gap = 9.65 eV
Electronic energy = -36623.9830 eV
Maximum force = 0.65 eV/A

Structure (XYZ):
```
59
Properties=species:S:1:pos:R:3:forces:R:3
C 7.0259 -0.2504 1.3484 -0.054 -0.018 -0.031
C 5.7984 0.1673 0.5984 0.251 -0.044 0.074
O 4.8416 0.7247 1.0820 -0.100 0.124 0.119
O 5.8795 -0.1354 -0.6955 0.221 -0.192 -0.099
C 4.7403 0.2140 -1.4820 -0.099 0.158 -0.208
H 4.6641 1.3004 -1.5836 0.071 -0.265 -0.007
H 4.9125 -0.2525 -2.4556 -0.055 0.071 0.149
C 3.4666 -0.3770 -0.8601 0.158 0.196 0.065
O 3.4128 -1.5544 -0.6082 0.036 -0.005 -0.148
C 2.3112 0.6027 -0.6803 -0.569 -0.311 -0.069
O 2.7864 1.9013 -0.4612 0.118 0.234 0.039
H 3.3829 1.8603 0.3037 0.005 0.006 -0.125
C 1.5113 0.5286 -1.9964 0.108 0.104 0.170
H 2.1551 0.5519 -2.8744 0.013 0.088 -0.117
H 0.8592 1.4021 -2.0282 0.064 0.079 -0.060
C 0.7178 -0.7699 -1.8731 0.032 -0.098 -0.121
H 1.3000 -1.5980 -2.2803 -0.084 0.003 -0.009
H -0.2121 -0.7194 -2.4364 -0.012 -0.038 -0.077
C 0.4925 -0.9970 -0.3642 -0.173 -0.125 0.312
C -0.9686 -1.0146 0.0939 0.165 -0.259 -0.517
C -1.7425 -2.2478 -0.3595 0.005 0.131 0.382
C -3.1028 -2.2448 0.3336 0.018 -0.173 -0.115
C -3.8684 -0.9699 0.1257 -0.074 -0.067 -0.021
C -5.1881 -1.0135 -0.0788 -0.034 -0.354 -0.084
C -6.0677 0.1537 -0.1744 -0.062 0.403 0.020
O -7.2736 0.0427 -0.2694 0.113 -0.043 -0.013
C -5.3795 1.4972 -0.1074 -0.068 0.051 -0.172
C -3.9242 1.4108 -0.5441 -0.114 0.120 0.323
H -3.4451 2.3834 -0.4334 -0.004 -0.081 -0.080
H -3.8980 1.1472 -1.6030 0.098 0.009 -0.079
C -3.1347 0.3501 0.2430 -0.019 0.321 -0.267
C -3.0463 0.7375 1.7254 0.078 -0.107 -0.068
H -4.0262 0.6902 2.1907 -0.085 0.045 0.087
H -2.6582 1.7490 1.8256 0.045 0.127 0.061
H -2.3934 0.0580 2.2712 0.018 -0.012 0.091
C -1.7130 0.2279 -0.3810 -0.259 -0.024 0.060
C -0.8819 1.4796 -0.1615 0.080 -0.151 0.196
O -1.1804 2.5487 -0.6372 -0.001 0.172 -0.141
C 0.3300 1.3086 0.7176 0.297 0.370 -0.196
H 0.9020 2.2400 0.6927 -0.194 -0.100 0.103
H -0.0463 1.1735 1.7325 -0.083 -0.078 0.132
C 1.2599 0.1253 0.3719 0.247 -0.208 -0.006
C 1.9062 -0.3642 1.6646 -0.017 -0.029 -0.030
H 2.4795 0.4358 2.1311 -0.002 0.050 0.130
H 1.1411 -0.6959 2.3680 -0.070 0.045 0.048
H 2.5739 -1.2002 1.4808 0.031 -0.018 0.028
H -1.8742 0.1547 -1.4631 0.054 -0.015 0.009
H -5.9295 2.2034 -0.7331 -0.039 -0.059 0.083
H -5.4612 1.8574 0.9209 -0.032 0.017 0.043
H -5.6970 -1.9648 -0.1434 -0.053 -0.162 0.010
H -3.7050 -3.0919 -0.0009 -0.055 0.045 0.096
H -2.9440 -2.3661 1.4116 0.035 -0.049 0.011
H -1.8761 -2.2397 -1.4431 0.047 0.002 -0.092
H -1.1984 -3.1573 -0.0951 0.013 -0.010 -0.046
H -0.9452 -1.0333 1.1866 -0.024 0.012 0.127
H 0.9395 -1.9550 -0.0856 -0.019 0.080 0.002
H 6.7911 -0.3605 2.4019 -0.024 0.017 0.023
H 7.7847 0.5238 1.2341 0.021 0.011 -0.012
H 7.4157 -1.1781 0.9378 0.035 -0.001 0.015
```
Forces are in eV/Å.

***

Entry 3:
ORCA calculation (ωB97M-V/def2-TZVPD) on a cluster of 2 separate species, C23H31BrClF5N6O6PS2 in total at a distorted geometry.

Results
Net charge = +1
Orbital gap = 5.52 eV
Electronic energy = -172657.5817 eV
Maximum force = 11.30 eV/A

Structure (XYZ):
```
76
Properties=species:S:1:pos:R:3:forces:R:3
C -2.8864 -1.7473 2.5475 1.891 0.040 -0.950
C -2.5978 -0.1509 2.0828 -3.793 -3.091 0.809
O -1.2076 0.0109 2.2599 0.985 1.384 -1.091
C -0.6043 1.3672 2.0130 -1.883 -2.574 1.903
C -0.6493 1.8992 3.5801 -0.522 0.582 2.422
F -2.0376 2.2079 4.0970 2.054 0.006 -2.530
C -0.2975 0.7198 4.7197 1.374 0.809 0.632
C -1.5728 0.2163 5.6019 0.435 -0.167 1.161
N -1.5423 1.9402 1.0315 2.091 1.015 -5.456
P -2.6056 3.2626 1.3632 -3.726 1.382 3.380
O -4.2123 2.6368 1.8198 2.527 0.136 -2.926
Br -3.2071 4.5146 -0.4911 0.346 -1.185 0.295
C -0.8527 2.3248 -0.2957 -1.471 -0.812 0.866
N -1.3458 1.9711 -1.5235 1.894 1.275 3.438
C -2.5858 1.1327 -1.7267 -1.301 -1.792 -2.009
C -2.2452 -0.4194 -2.2517 0.910 -4.286 -1.131
C -2.9500 -1.7239 -1.5173 2.412 -0.197 -3.046
C -2.6858 -3.2768 -2.0323 1.522 3.256 -1.691
C -1.7064 -3.6053 -3.3220 -0.716 3.596 1.422
C -1.4488 -5.1332 -3.8999 0.225 1.113 0.010
C -0.9789 -2.3069 -4.0394 -2.586 0.440 2.947
C -1.2526 -0.7521 -3.5281 -1.588 -3.002 1.599
N 0.3422 3.1247 0.0674 0.017 -4.879 -1.261
Cl 0.2873 4.7460 0.1906 -0.242 1.466 -0.204
C 1.5346 2.2690 0.3750 -0.865 1.679 1.722
C 2.7182 3.2485 0.8765 0.930 2.057 -0.928
C 4.2505 2.8470 1.1117 4.193 4.080 1.383
C 5.1289 1.4960 1.1359 0.873 -0.252 0.513
N 5.0575 3.9712 1.3933 -3.974 -4.786 -1.462
S 2.0348 1.7897 -1.3375 -0.510 1.118 -11.233
O 1.8257 3.0816 -2.2380 1.225 -3.956 4.563
O 1.2978 0.6981 -2.0993 2.228 2.217 4.112
F 3.7071 1.4473 -1.6205 -3.161 0.605 1.699
C 0.9838 1.1185 1.4652 0.764 0.704 0.858
N 1.7998 1.5983 2.6485 3.749 -5.157 1.946
C 2.6818 0.7880 3.2113 -1.249 -1.342 -0.152
S 3.6334 -0.4584 3.9558 -3.287 4.830 -2.503
C 1.2517 -0.4215 1.0026 -0.187 -6.114 -1.068
F 0.2727 -0.9694 -0.0111 3.210 2.649 3.266
F 2.5939 -0.7225 0.4434 -4.118 1.951 1.565
F 1.1643 -1.4898 2.0693 0.169 4.178 -2.938
H -3.9009 -2.1513 2.1329 1.798 0.969 1.068
H -2.0161 -2.3625 2.0103 -1.944 1.166 1.128
H -2.7167 -1.8947 3.6945 -0.670 0.315 -2.217
H -3.3322 0.4305 2.8245 2.065 -0.521 -1.866
H -3.0358 -0.1669 0.9717 1.404 0.577 2.285
H -0.0923 2.9098 3.7744 -0.956 -2.060 -0.593
H 0.3349 -0.1639 4.3054 -1.378 1.603 0.521
H 0.4193 1.2932 5.4857 -1.487 -1.290 -1.649
H -1.1884 -0.6777 6.2945 -0.759 1.856 -1.689
H -1.8718 1.0726 6.3791 0.432 -1.915 -2.016
H -2.4995 -0.1619 4.9965 1.919 0.924 1.150
H -4.6627 2.2724 1.0000 0.424 0.528 1.390
H -0.7974 2.3257 -2.3647 -0.752 -0.571 1.314
H -3.1727 1.6233 -2.6408 1.302 -0.761 2.215
H -3.2813 1.0947 -0.7860 1.721 0.189 -1.795
H -3.6735 -1.4950 -0.6274 1.499 -0.724 -1.854
H -3.2393 -4.1281 -1.4376 1.296 1.865 -1.438
H -2.1832 -5.3571 -4.7931 1.334 0.493 1.948
H -1.5276 -5.9521 -3.0656 -0.054 1.776 -1.561
H -0.3612 -5.1590 -4.3312 -2.393 0.006 0.953
H -0.2802 -2.5352 -4.9692 -1.651 0.768 2.161
H -0.7091 0.0995 -4.1171 -1.150 -1.761 1.301
H 2.8744 4.0106 -0.0422 -0.716 -1.787 1.841
H 2.4380 3.9757 1.7846 0.133 -2.187 -2.005
H 4.7590 0.5821 0.5240 0.263 1.766 1.234
H 5.2998 1.1908 2.2777 -0.575 0.598 -2.577
H 6.2302 1.7274 0.7339 -2.690 -0.119 0.834
H 4.4869 4.8415 1.3502 0.243 -0.652 0.127
C 2.9522 -4.0567 -5.7543 0.205 0.244 -0.163
N 1.6311 -4.7372 -5.8270 -0.746 -0.315 -0.358
O 0.8788 -4.4153 -6.7540 0.816 -0.613 1.520
O 1.3865 -5.5752 -4.9512 0.519 1.016 -1.379
H 3.0312 -3.3492 -6.5824 -0.142 -0.239 0.175
H 3.0023 -3.5357 -4.7960 0.017 -0.232 -0.097
H 3.7236 -4.8258 -5.8292 -0.172 0.110 0.155
```
Forces are in eV/Å.